No. 1
Below is a molecular structure, C48H39N4PtSi, with properties calculated with the ωB97M-V functional and the def2-TZVPD basis.

For the electronic energy, the calculation gives -67494.2387 eV. Its spin multiplicity is 1. The charge is -1. The frontier orbital gap (alpha / beta) comes out at 5.211 / 5.211 eV. For the highest occupied orbital energy (alpha / beta), the calculation gives -3.0311 / -3.0318 eV.

```
93
Properties=species:S:1:pos:R:3:mulliken_charge:R:1
Pt 0.1532 -0.1695 1.0164 0.88
C 7.2647 2.4255 1.0462 -0.42
C 6.3699 3.1691 1.8058 -0.74
C 5.1178 2.6647 2.1117 -0.26
C 4.7139 1.3983 1.6671 0.65
C 5.6154 0.6784 0.8707 -0.34
C 6.8745 1.1778 0.5786 -0.95
C 3.3809 0.8949 1.9965 1.14
C 2.2992 1.8138 2.2471 -0.31
C 1.3023 1.9237 3.1440 -1.60
C 0.4838 2.6412 2.1370 0.26
C 0.5256 1.8847 0.7871 0.90
N 1.6795 2.6625 1.2239 -0.39
C -0.2660 2.4514 -0.3277 -0.37
C -1.3829 1.7006 -0.5567 0.12
C -2.6381 1.8969 -1.2648 -1.45
C -3.4220 0.8322 -0.9977 -0.98
C -2.6900 -0.0773 -0.1264 0.49
C -3.1038 -1.2569 0.4113 0.71
C -4.4838 -1.7260 0.1114 -0.56
C -5.5919 -1.0380 0.5981 -0.13
C -6.8803 -1.4614 0.2985 -0.80
C -7.0784 -2.5856 -0.4887 -0.37
C -5.9800 -3.2850 -0.9737 -0.81
C -4.6955 -2.8589 -0.6745 0.07
C -2.2802 -2.0970 1.2333 0.55
N -0.9390 -1.8928 1.5060 0.20
C -0.5138 -2.9678 2.2386 -0.22
C 0.8567 -3.1919 2.6002 1.64
C 1.1868 -4.5543 3.1063 -0.73
C 1.6576 -4.7398 4.4043 -0.09
C 1.9775 -6.0073 4.8739 -0.80
C 1.8244 -7.1134 4.0514 -0.39
C 1.3467 -6.9426 2.7579 -0.87
C 1.0287 -5.6765 2.2928 0.13
C 1.8694 -2.2958 2.4371 0.15
C 3.2736 -2.6203 2.6415 -1.18
C 3.9972 -1.5199 2.3938 -1.97
C 3.0644 -0.4404 2.0968 0.05
N 1.7860 -0.9573 2.0554 0.28
C -1.5864 -3.8385 2.4687 -1.27
C -2.6961 -3.2908 1.8396 -1.38
N -1.4540 0.4899 0.0803 -0.17
C 0.0400 3.6707 -1.0894 0.68
C -0.2682 3.7215 -2.4558 -0.40
C -0.0486 4.8661 -3.2061 -0.91
C 0.5064 5.9916 -2.6147 -0.38
C 0.8425 5.9509 -1.2681 -0.89
C 0.6156 4.8108 -0.5143 -0.09
H 8.2446 2.8199 0.8083 0.37
H 6.6527 4.1515 2.1655 0.38
H 4.4265 3.2491 2.7068 0.41
H 5.3069 -0.2724 0.4539 0.46
H 7.5485 0.5969 -0.0401 0.36
H 1.0899 1.4577 4.0939 0.33
H -0.1587 3.5071 2.2443 0.52
H -2.8863 2.7646 -1.8543 0.65
H -4.4301 0.6606 -1.3411 0.56
H -5.4325 -0.1645 1.2185 0.45
H -7.7306 -0.9134 0.6857 0.37
H -8.0823 -2.9176 -0.7224 0.37
H -6.1260 -4.1625 -1.5916 0.37
H -3.8363 -3.4002 -1.0516 0.41
H 1.7713 -3.8738 5.0450 0.43
H 2.3430 -6.1295 5.8862 0.37
H 2.0733 -8.1027 4.4150 0.36
H 1.2262 -7.8000 2.1068 0.38
H 0.6582 -5.5427 1.2840 0.46
H 3.6355 -3.5871 2.9515 0.54
H 5.0628 -1.3926 2.4937 0.65
H -1.5381 -4.7569 3.0310 0.56
H -3.6945 -3.6950 1.8018 0.55
H -0.6631 2.8326 -2.9317 0.42
H -0.2945 4.8710 -4.2613 0.36
H 0.6876 6.8855 -3.1984 0.37
H 1.2885 6.8185 -0.7968 0.38
H 0.8973 4.7939 0.5274 0.36
C -0.7727 -1.7196 -2.4131 -0.64
Si 0.9839 -1.7098 -1.7698 -0.28
C 2.1617 -1.5246 -3.2313 -1.21
C 1.3418 -3.3254 -0.8992 -0.67
C 1.3402 -0.2312 -0.6753 -0.50
H -0.8746 -2.4455 -3.2244 0.55
H -1.0733 -0.7385 -2.7897 0.19
H -1.4703 -1.9947 -1.6195 -0.05
H 2.0649 -2.3671 -3.9212 0.32
H 3.2006 -1.4824 -2.8957 0.33
H 1.9537 -0.6079 -3.7883 0.29
H 1.2495 -4.1707 -1.5869 0.61
H 0.6355 -3.4734 -0.0813 -0.13
H 2.3495 -3.3360 -0.4752 0.27
H 1.1854 0.6973 -1.2292 0.62
H 2.3794 -0.2412 -0.3391 0.39
```



No. 2
Below is a molecular structure, C48H39N6O4PSY, with properties calculated with the ωB97M-V functional and the def2-TZVPD basis.

For the electronic energy, the calculation gives -88708.5241 eV. Its spin multiplicity is 1. The charge is +1. The frontier orbital gap comes out at 8.000 eV. For the highest occupied orbital energy, the calculation gives -10.6260 eV.

```
100
Properties=species:S:1:pos:R:3:mulliken_charge:R:1
Y 1.1649 -0.9339 0.6708 1.21
C 0.5697 2.4081 -3.8482 -0.98
N 1.1995 2.0930 -2.5705 0.46
C 0.7002 1.2877 -1.6011 -0.25
N 1.5702 1.1731 -0.6009 0.34
C 2.6548 1.9422 -0.9288 -0.39
C 2.4452 2.5128 -2.1583 0.46
C 3.3388 3.3525 -2.9713 -0.19
C 4.6045 2.8649 -3.2872 -0.18
C 5.4824 3.6388 -4.0299 -0.86
C 5.0984 4.8997 -4.4636 -0.38
C 3.8382 5.3909 -4.1504 -0.78
C 2.9614 4.6210 -3.4027 0.00
C 3.7941 2.1792 -0.0219 0.38
C 4.4961 1.1385 0.5701 -0.36
C 5.5430 1.4098 1.4408 -0.82
C 5.8988 2.7230 1.7137 -0.40
C 5.2036 3.7672 1.1169 -0.84
C 4.1537 3.4980 0.2546 -0.53
P -1.0665 0.8389 -1.5812 -0.46
C -1.1025 -0.9857 -1.6482 -0.29
N -0.6389 -1.7960 -0.7012 0.57
C -1.0789 -3.0589 -0.9872 -0.58
C -1.7973 -3.0217 -2.1544 0.73
N -1.8136 -1.6982 -2.5527 0.32
C -2.5144 -1.1789 -3.7240 -1.08
C -2.4956 -4.0913 -2.8886 -0.04
C -2.2045 -4.3457 -4.2259 -0.19
C -2.8564 -5.3684 -4.8976 -0.74
C -3.7923 -6.1473 -4.2311 -0.41
C -4.0760 -5.9054 -2.8946 -0.78
C -3.4303 -4.8786 -2.2230 -0.18
C -0.8614 -4.1673 -0.0443 0.52
C -0.3876 -5.4063 -0.4512 -0.42
C -0.1843 -6.4045 0.4879 -0.78
C -0.4525 -6.1720 1.8295 -0.47
C -0.9383 -4.9383 2.2394 -0.80
C -1.1468 -3.9414 1.2993 -0.38
C -1.4053 1.0690 0.2023 -1.00
N -0.7115 0.5161 1.1825 0.57
C -1.2628 0.9123 2.3676 -0.40
C -2.3244 1.7412 2.0976 0.50
N -2.3990 1.8270 0.7197 0.52
C -3.3720 2.6351 -0.0101 -1.02
C -3.2217 2.4732 3.0071 -0.49
C -2.6744 3.3858 3.9054 0.00
C -3.4942 4.0600 4.7967 -0.83
C -4.8628 3.8286 4.7900 -0.36
C -5.4134 2.9218 3.8949 -0.82
C -4.5946 2.2416 3.0068 0.04
C -0.7192 0.3991 3.6398 0.25
C 0.6290 0.0557 3.7488 -0.35
C 1.1532 -0.4882 4.9113 -1.00
C 0.3225 -0.6793 6.0059 -0.48
C -1.0212 -0.3382 5.9165 -0.78
C -1.5412 0.1889 4.7452 -0.48
H 0.1416 1.5039 -4.2745 0.30
H 1.3394 2.7822 -4.5177 0.47
H -0.2027 3.1651 -3.7236 0.30
H 4.8978 1.8827 -2.9397 0.50
H 6.4652 3.2577 -4.2694 0.43
H 5.7831 5.5038 -5.0432 0.41
H 3.5445 6.3776 -4.4814 0.41
H 1.9877 5.0176 -3.1399 0.47
H 4.2532 0.1126 0.3364 0.70
H 6.0835 0.5901 1.8940 0.48
H 6.7180 2.9317 2.3885 0.42
H 5.4750 4.7928 1.3288 0.42
H 3.6042 4.3141 -0.1983 0.48
H -3.3487 -1.8395 -3.9422 0.42
H -1.8451 -1.1433 -4.5812 0.30
H -2.8909 -0.1833 -3.5026 0.42
H -1.4510 -3.7596 -4.7379 0.46
H -2.6242 -5.5647 -5.9351 0.41
H -4.2972 -6.9485 -4.7534 0.41
H -4.7999 -6.5166 -2.3736 0.42
H -3.6421 -4.6907 -1.1781 0.45
H -0.1529 -5.5844 -1.4927 0.52
H 0.1993 -7.3660 0.1748 0.41
H -0.2819 -6.9510 2.5602 0.41
H -1.1545 -4.7537 3.2827 0.47
H -1.5490 -2.9816 1.6123 0.53
H -3.5859 3.5244 0.5765 0.35
H -4.2907 2.0726 -0.1640 0.32
H -2.9451 2.9211 -0.9675 0.43
H -1.6055 3.5567 3.9051 0.52
H -3.0660 4.7655 5.4952 0.43
H -5.5017 4.3541 5.4866 0.42
H -6.4789 2.7377 3.8970 0.40
H -5.0187 1.5135 2.3261 0.47
H 1.3494 0.2358 2.9507 0.97
H 2.1991 -0.7567 4.9493 0.52
H 0.7201 -1.0955 6.9210 0.43
H -1.6741 -0.4967 6.7638 0.44
H -2.5957 0.4259 4.6877 0.52
O 2.9529 -1.4480 1.8288 -0.50
S 3.1518 -2.4415 0.6682 0.81
O 4.3587 -3.1813 0.6924 -0.76
O 2.9584 -1.5048 -0.5180 -0.49
O 1.8529 -3.1809 0.6969 -0.02
```



No. 3
Below is 8 unconnected molecules or ions with the total composition C48H40F8, with properties calculated with the ωB97M-V functional and the def2-TZVPD basis.

For the electronic energy, the calculation gives -72163.5577 eV. Its spin multiplicity is 1. The frontier orbital gap comes out at 9.609 eV. For the highest occupied orbital energy, the calculation gives -9.1272 eV. As for the relative energy (zero: lowest compared OMol25 entry of this formula, charge and spin): 19.3 kcal per mole.

```
96
Properties=species:S:1:pos:R:3:mulliken_charge:R:1
F -3.5914 3.2342 -1.1098 -0.35
C -3.0002 2.4862 -2.0515 0.25
C -2.5177 1.2065 -1.7208 -0.37
C -1.9205 0.4270 -2.6735 0.36
C -1.9495 0.8198 -4.0190 -0.83
C -2.4322 2.0689 -4.3288 -0.41
C -2.9150 2.9405 -3.3479 -0.68
H -2.5509 0.8061 -0.7141 0.49
H -1.5786 -0.5836 -2.4790 0.22
H -1.5027 0.2233 -4.8036 0.46
H -2.5674 2.4203 -5.3460 0.38
H -3.2583 3.9433 -3.5633 0.48
F -4.7582 -6.4375 4.6686 -0.27
C -4.9120 -5.1388 4.9976 0.17
C -4.3896 -4.1261 4.1993 -0.14
C -4.4522 -2.8130 4.6355 -0.53
C -5.0210 -2.5427 5.8840 -0.52
C -5.5839 -3.5555 6.6389 -0.44
C -5.5336 -4.8644 6.1821 -0.31
H -3.9043 -4.4532 3.2861 0.36
H -3.9151 -2.0637 4.0706 0.56
H -5.0205 -1.5097 6.2087 0.36
H -6.0251 -3.2790 7.5872 0.36
H -5.9931 -5.6712 6.7397 0.40
F -2.1297 -0.4544 2.5210 -0.20
C -1.0822 0.2132 2.0305 -0.14
C -0.6586 1.3968 2.6499 -0.56
C 0.3783 2.1527 2.1343 -0.56
C 1.0298 1.6988 0.9910 -0.51
C 0.6187 0.5525 0.3415 1.41
C -0.3829 -0.2094 0.9232 -0.62
H -1.1325 1.7610 3.5552 0.43
H 0.5500 3.0785 2.6635 0.32
H 1.8004 2.3133 0.5353 0.37
H 1.0561 0.2476 -0.5976 -0.46
H -0.7914 -1.0997 0.4467 0.40
F 4.6161 -1.0362 -0.3393 -0.36
C 4.9876 -0.2024 -1.3245 0.07
C 6.0511 -0.5347 -2.1238 -0.42
C 6.4240 0.3197 -3.1547 -0.49
C 5.8093 1.5435 -3.3034 -0.58
C 4.7795 1.9177 -2.4257 -0.31
C 4.3578 1.0335 -1.4582 0.13
H 6.5495 -1.4824 -1.9591 0.42
H 7.2249 -0.0118 -3.8028 0.41
H 6.1952 2.2653 -4.0109 0.41
H 4.3587 2.9120 -2.4799 0.38
H 3.5542 1.2476 -0.7621 0.36
F -4.0475 -7.2037 1.5619 -0.36
C -3.7835 -6.0920 0.8492 0.47
C -4.7566 -5.4805 0.1050 -0.41
C -4.4122 -4.2626 -0.4916 -0.52
C -3.1947 -3.6443 -0.3032 -0.62
C -2.1781 -4.3610 0.3831 -0.28
C -2.5091 -5.5696 0.9450 -0.46
H -5.7354 -5.9012 -0.0695 0.46
H -5.1726 -3.8146 -1.1213 0.36
H -2.9586 -2.6525 -0.6634 0.64
H -1.2155 -3.8797 0.4810 0.40
H -1.7805 -6.1729 1.4764 0.36
F 1.5099 -2.1119 -6.0299 -0.37
C 1.1136 -2.2200 -4.7504 0.46
C -0.0269 -2.9042 -4.4244 -0.83
C -0.2965 -3.1251 -3.0829 -0.20
C 0.4114 -2.5003 -2.0691 -0.94
C 1.5247 -1.7253 -2.4242 -0.14
C 1.8823 -1.6216 -3.7618 -0.35
H -0.7436 -3.2255 -5.1701 0.46
H -1.1304 -3.7799 -2.8524 0.39
H 0.1310 -2.6581 -1.0381 0.52
H 2.1533 -1.4426 -1.5883 0.43
H 2.6883 -0.9882 -4.1187 0.65
F 2.0656 3.0709 -6.3461 -0.36
C 1.7129 3.0477 -5.0554 0.24
C 1.5001 1.8329 -4.3890 -0.78
C 1.0242 1.9138 -3.1002 1.38
C 0.9194 3.1039 -2.4097 -0.47
C 1.3219 4.2723 -3.0311 -0.86
C 1.6210 4.2633 -4.3881 -0.68
H 1.5609 0.9085 -4.9470 0.44
H 0.7618 1.0116 -2.5588 -0.50
H 0.5497 3.0408 -1.3933 0.68
H 1.3841 5.1911 -2.4608 0.43
H 1.8458 5.1990 -4.8812 0.45
F 0.7891 4.6513 5.8247 -0.31
C 2.1008 4.7145 5.5496 0.27
C 3.0318 4.6154 6.5587 -0.35
C 4.4117 4.6642 6.2619 -0.36
C 4.8292 4.8167 4.9528 -0.44
C 3.8714 4.8744 3.9448 -0.47
C 2.5339 4.8818 4.2436 -0.23
H 2.8078 4.4880 7.6095 0.38
H 5.1168 4.6338 7.0799 0.36
H 5.8824 4.8030 4.7050 0.37
H 4.2028 5.0963 2.9372 0.36
H 1.8109 5.0814 3.4604 0.44
```